--- i ---
15
Properties=species:S:1:pos:R:3 method="wB97M-V/def2-TZVPD" spin_multiplicity=1 lumo_energy_ev=-0.8
C -0.438 -1.784 2.374
C -1.231 -0.830 1.758
C -0.580 -0.067 0.751
Cl -0.569 1.492 1.209
C -0.021 -0.352 -0.387
C -0.004 -1.792 -0.949
C 0.855 0.699 -0.929
S 1.204 0.565 -2.558
H -0.824 -1.839 3.577
H 0.402 -2.299 2.198
H -2.148 -0.625 2.353
H -0.617 -2.455 -0.496
H -0.153 -1.637 -1.969
H 0.924 -2.320 -0.848
H 1.351 1.526 -0.148

--- ii ---
15
Properties=species:S:1:pos:R:3 method="wB97M-V/def2-TZVPD" spin_multiplicity=1 smiles=C#C[C@H]1[C@@H](S)C[C@@H]1Cl lumo_energy_ev=0.6
C -2.746 -0.516 -1.195
C -1.367 -0.409 -1.240
C 0.020 0.197 -0.842
C 0.221 0.736 0.662
S -1.266 1.269 1.637
C 0.882 -0.663 1.060
C 1.328 -0.655 -0.367
Cl 2.963 -0.029 -0.751
H -3.658 -0.789 -1.458
H 0.376 0.922 -1.532
H 1.218 1.433 0.666
H -1.315 2.553 1.334
H 0.115 -1.552 1.287
H 1.656 -0.908 1.715
H 1.574 -1.589 -0.975

--- iii ---
15
Properties=species:S:1:pos:R:3 method="wB97M-V/def2-TZVPD" spin_multiplicity=1 lumo_energy_ev=0.1
Cl -2.588 -2.407 0.472
C -1.149 -2.362 1.393
C -0.063 -1.526 1.299
C -0.073 -0.332 0.405
C 0.906 0.556 0.674
C 1.106 1.841 -0.068
C 0.455 2.186 -1.327
S 2.208 2.255 -1.525
H -1.196 -3.289 1.804
H 0.692 -1.638 2.001
H -0.900 -0.179 -0.219
H 1.657 0.446 1.516
H 1.185 2.797 0.535
H 0.027 1.368 -2.080
H 0.118 3.166 -1.426

iii ends up most stable, edging out the next structure by 35.7 kcal/mol.

--- i ---
17
Properties=species:S:1:pos:R:3 method="wB97M-V/def2-TZVPD" spin_multiplicity=1 lumo_energy_ev="0.7 / 0.7"
N 1.383 0.171 1.125
N 2.522 -0.085 0.304
N 1.370 1.477 1.668
H 1.343 -0.482 1.903
H 1.086 2.107 0.924
H 2.203 -0.406 -0.605
H 3.111 -0.811 0.704
H 2.301 1.752 1.979
C -0.384 -0.243 -0.049
C -2.430 -1.124 -2.188
C -1.338 0.470 0.480
N -1.237 -1.441 -2.043
H -0.382 -1.000 -1.025
H -2.999 -0.427 -1.536
H -3.009 -1.502 -3.042
H -1.210 1.056 1.385
H -2.328 0.489 0.016

--- ii ---
17
Properties=species:S:1:pos:R:3 method="wB97M-V/def2-TZVPD" spin_multiplicity=1 smiles="C=CCN(N)NN" lumo_energy_ev=1.1
C -0.599 2.175 -0.208
C -0.882 0.978 -0.700
C -1.180 -0.235 0.133
N -0.140 -1.279 0.080
N -0.069 -1.849 -1.174
N 1.150 -0.872 0.426
N 1.243 -0.342 1.715
H -0.735 2.400 0.841
H -0.420 3.025 -0.851
H -0.855 0.813 -1.769
H -2.087 -0.726 -0.221
H -1.312 0.037 1.182
H 0.439 -2.723 -1.061
H 0.783 -1.158 -1.651
H 1.459 -0.343 -0.607
H 2.159 -0.556 2.090
H 1.046 0.654 1.775

ii ends up most stable, edging out the next structure by 64.8 kcal/mol.

--- i ---
17
Properties=species:S:1:pos:R:3 method="wB97M-V/def2-TZVPD" spin_multiplicity=1 smiles="CNC(=NN)NC" lumo_energy_ev=0.9
C 1.485 0.524 -1.583
N 0.828 -0.536 -0.849
C -0.208 -0.364 0.047
N -0.135 -0.818 1.297
N 1.055 -1.567 1.494
N -1.217 0.412 -0.456
C -2.240 0.639 0.562
H 1.035 0.975 -2.558
H 2.439 -0.054 -1.974
H 1.688 1.382 -0.975
H 1.272 -1.369 -0.283
H 1.816 -0.818 1.356
H 0.967 -1.761 2.480
H -1.067 1.272 -0.944
H -2.254 -0.196 1.176
H -2.222 1.624 1.183
H -3.242 0.655 0.029

--- ii ---
17
Properties=species:S:1:pos:R:3 method="wB97M-V/def2-TZVPD" spin_multiplicity=1 smiles="CCN(N)/N=N/C" lumo_energy_ev=1.2
C -0.421 2.086 -0.689
C -1.350 1.091 -0.021
N -0.905 -0.429 -0.380
N -0.516 -0.817 -1.643
N -0.124 -0.664 0.653
N 0.940 -1.317 0.413
C 1.682 -1.634 1.609
H -0.487 2.009 -1.773
H 0.610 1.893 -0.381
H -0.694 3.104 -0.409
H -1.407 1.249 1.052
H -2.356 1.112 -0.433
H -1.142 -1.502 -2.046
H 0.483 -1.028 -1.683
H 1.108 -1.453 2.528
H 1.989 -2.682 1.562
H 2.591 -1.016 1.639

--- iii ---
17
Properties=species:S:1:pos:R:3 method="wB97M-V/def2-TZVPD" spin_multiplicity=1 lumo_energy_ev="0.2 / 0.7"
C 2.710 -0.481 -0.335
C -2.463 1.131 -0.340
N 0.349 -0.871 -0.278
N -1.929 -0.171 -0.040
C 0.538 0.342 -0.031
N 0.234 -1.855 0.646
N 0.687 1.550 0.008
H -1.906 -0.291 0.976
H 0.372 -2.754 0.211
H 0.776 -1.725 1.492
H -0.165 2.106 0.056
H 3.013 -0.227 0.673
H 2.817 -1.517 -0.627
H 2.912 0.258 -1.097
H -3.556 1.154 -0.174
H -2.312 1.367 -1.397
H -2.076 1.986 0.257

i ends up most stable, edging out the next structure by 8.0 kcal/mol.

--- i ---
10
Properties=species:S:1:pos:R:3 method="wB97M-V/def2-TZVPD" spin_multiplicity=1 smiles="C#[N+][O-].C=CCl" lumo_energy_ev=0.8
C -1.196 -2.275 -0.395
N -1.866 -1.911 0.452
O -2.545 -1.546 1.310
H -0.513 -2.771 -1.042
C 1.323 1.425 -0.124
C 0.750 0.247 0.083
Cl 1.594 -1.199 0.376
H 2.304 1.659 -0.246
H 0.794 2.363 -0.276
H -0.263 0.225 0.003

--- ii ---
10
Properties=species:S:1:pos:R:3 method="wB97M-V/def2-TZVPD" spin_multiplicity=1 smiles="O/N=C/Cl.C#C" lumo_energy_ev=0.7
O 0.311 -1.690 1.812
N 0.066 -0.420 1.544
C 0.616 0.159 0.587
Cl 0.685 1.867 0.508
H 0.914 -2.147 1.188
H 1.546 -0.317 -0.014
C -0.848 0.770 -1.953
C -1.260 0.449 -0.896
H -0.378 0.900 -2.891
H -1.650 0.430 0.115

i ends up most stable, edging out the next structure by 27.0 kcal/mol.

--- i ---
21
Properties=species:S:1:pos:R:3 method="wB97M-V/def2-TZVPD" spin_multiplicity=1 lumo_energy_ev=0.8
C 0.679 2.096 1.457
C 0.839 0.613 -0.180
C 1.138 -0.894 -0.441
C -0.274 -0.362 -0.324
C -0.986 -0.787 1.055
C -1.389 -0.444 -1.211
C -1.444 -1.162 -2.219
H 1.124 2.842 0.749
H 1.068 2.281 2.543
H -0.625 2.083 1.136
H 1.127 1.624 -0.829
H 1.616 -0.831 -1.521
H 2.581 -0.968 0.956
H -1.840 -0.118 1.403
H -0.270 -1.005 1.976
H -1.311 -1.776 0.650
H -2.314 0.253 -1.142
H -2.345 -0.975 -2.952
H -0.566 -1.631 -2.605
O 1.213 0.759 1.174
O 1.979 -1.596 0.324

--- ii ---
21
Properties=species:S:1:pos:R:3 method="wB97M-V/def2-TZVPD" spin_multiplicity=1 lumo_energy_ev=0.6
C -0.372 -0.451 0.320
C 1.373 1.738 0.410
C -0.474 -0.315 1.834
C -1.739 -0.687 -0.306
C 0.659 -1.481 -0.109
O 0.084 0.924 -0.139
O 1.692 2.147 -0.805
C 0.489 1.199 -1.525
C 0.086 0.861 -2.643
H 2.018 0.991 0.887
H 0.954 2.466 1.112
H 0.500 -0.144 2.295
H -1.145 0.501 2.105
H -0.878 -1.242 2.243
H -1.660 -0.736 -1.389
H -2.142 -1.627 0.079
H -2.423 0.120 -0.042
H 1.637 -1.276 0.329
H 0.336 -2.467 0.230
H 0.755 -1.494 -1.193
H 0.251 0.971 -3.691

--- iii ---
21
Properties=species:S:1:pos:R:3 method="wB97M-V/def2-TZVPD" spin_multiplicity=1 lumo_energy_ev="-1.6 / -1.6"
C 0.042 -0.801 -0.161
C -0.754 0.122 -0.979
C 1.205 -1.489 -0.863
C -0.798 -1.774 0.659
C 0.505 0.458 0.820
C -0.739 1.403 0.488
C -0.640 2.628 -0.091
O 1.643 1.070 0.152
O 0.638 0.213 2.057
H 2.281 1.173 0.869
H -0.260 0.622 -1.804
H -1.829 0.030 -1.084
H -1.625 1.157 1.066
H 1.770 -0.794 -1.482
H -1.646 -1.280 1.136
H 0.853 -2.319 -1.483
H 1.886 -1.893 -0.111
H -1.177 -2.586 0.032
H -0.184 -2.191 1.456
H 0.283 2.908 -0.587
H -1.457 3.342 -0.091

--- iv ---
21
Properties=species:S:1:pos:R:3 method="wB97M-V/def2-TZVPD" spin_multiplicity=1 smiles="C=CC(=C)C.COC=O" lumo_energy_ev=0.9
C 0.810 1.066 -0.852
C -0.086 1.333 0.113
C -1.505 0.966 0.003
C -2.010 -0.108 0.633
C -2.428 2.013 -0.553
H 0.611 0.329 -1.622
H 1.804 1.497 -0.806
H 0.146 2.104 0.844
H -3.068 -0.347 0.596
H -1.385 -0.825 1.153
H -1.998 3.020 -0.520
H -2.681 1.793 -1.595
H -3.368 2.073 0.006
C 2.809 -1.526 0.675
O 1.453 -1.808 1.018
C 0.654 -2.268 -0.019
O -0.332 -2.961 0.143
H 3.309 -2.407 0.264
H 3.338 -1.213 1.579
H 2.846 -0.716 -0.059
H 1.079 -2.014 -1.002

iv ends up most stable, edging out the next structure by 50.4 kcal/mol.

--- i ---
11
Properties=species:S:1:pos:R:3 method="wB97M-V/def2-TZVPD" spin_multiplicity=1 smiles="[H]/N=C(N)/C=C/Cl" lumo_energy_ev=0.8
H -1.132 -0.346 2.076
N -0.741 -0.660 1.191
C -0.270 0.280 0.502
N -0.268 1.620 0.758
C 0.278 -0.086 -0.858
C 0.375 -1.386 -1.140
Cl 1.178 -2.067 -2.606
H -0.538 1.926 1.686
H 0.433 2.225 0.346
H 0.691 0.662 -1.467
H -0.006 -2.168 -0.488

--- ii ---
11
Properties=species:S:1:pos:R:3 method="wB97M-V/def2-TZVPD" spin_multiplicity=1 lumo_energy_ev=0.5
C 0.621 -0.234 -0.003
C -0.073 0.926 0.038
C -2.303 -0.073 0.151
H -0.006 -1.156 -0.147
H 0.609 1.868 -0.027
H -2.042 2.021 0.054
H -3.509 -0.061 0.547
H -2.443 -2.151 0.395
N -1.534 1.048 -0.155
N -1.713 -1.277 -0.192
Cl 2.391 -0.155 0.029

i ends up most stable, edging out the next structure by 68.7 kcal/mol.